Record 1
One molecule with the formula C9H11ClN2. Source: the OMol25 dataset; level of theory: ωB97M-V/def2-TZVPD.

Structure (XYZ):
```
23
C9H11ClN2 | the OMol25 dataset | ωB97M-V/def2-TZVPD
C -1.430 -2.301 -0.257
C -0.859 -1.170 0.196
C -1.550 -0.548 1.399
N -1.997 0.797 1.110
N -1.113 1.871 1.552
C 0.301 -0.385 -0.358
C 0.217 0.055 -1.652
C 1.280 0.710 -2.262
C 2.418 0.868 -1.542
Cl 3.867 1.234 -2.428
C 2.529 0.544 -0.231
C 1.452 -0.103 0.356
H -1.032 -2.875 -1.080
H -2.379 -2.725 0.201
H -0.806 -0.483 2.251
H -2.338 -1.172 1.805
H -2.964 0.961 1.433
H -0.806 1.673 2.467
H -0.295 1.877 0.963
H -0.631 -0.113 -2.276
H 1.169 0.963 -3.306
H 3.473 0.724 0.269
H 1.496 -0.402 1.389
```

Results
Highest occupied orbital energy (Ha): -0.330
ΔE to the lowest compared entry with this formula, charge and spin (kJ/mol): 119.76
Calculated total energy (eV): -25012.174
HOMO-LUMO gap (Ha): 0.3609
Max |F| (eV/A): 2.17
SMILES: C=C(CNN)c1ccc(Cl)cc1

Calculated atomic charges, method Mulliken, unit e:
1. C -0.942
2. C -0.077
3. C -0.729
4. N -0.223
5. N -0.688
6. C 0.123
7. C -0.126
8. C -0.772
9. C 0.490
10. Cl -0.230
11. C -0.651
12. C 0.044
13. H 0.320
14. H 0.232
15. H 0.199
16. H 0.497
17. H 0.281
18. H 0.260
19. H 0.325
20. H 0.446
21. H 0.396
22. H 0.423
23. H 0.406

Record 2
A 2-piece molecular cluster, C9H11ClN4S overall. Source: the OMol25 dataset; level of theory: ωB97M-V/def2-TZVPD.

Structure (XYZ):
```
26
C9H11ClN4S | the OMol25 dataset | ωB97M-V/def2-TZVPD
C -0.175 -2.347 -0.014
C -1.720 1.635 0.388
C -3.040 1.382 0.743
C -0.999 -0.082 1.846
C -0.654 0.868 0.895
C -3.161 0.428 1.700
C 1.716 1.189 1.408
C 1.546 -2.195 -3.741
C 0.668 1.213 0.360
N -1.237 -2.833 0.087
N -2.214 -0.256 2.277
N 2.732 -0.357 -1.049
N 0.963 -1.735 -0.212
S 1.179 -0.388 -1.004
Cl -4.725 0.137 2.448
H -1.469 2.455 -0.379
H -3.754 2.037 0.252
H -0.291 -0.852 2.345
H 1.775 2.253 1.821
H 1.559 0.376 2.083
H 2.758 1.259 0.944
H 2.028 -1.301 -3.438
H 1.381 -2.828 -2.881
H 1.542 -2.406 -4.806
H 0.583 2.015 -0.332
H 3.008 0.333 -1.740
```

Results
Highest occupied orbital energy (spin up / spin down) (Ha): -0.329 / -0.323
ΔE to the lowest compared entry with this formula, charge and spin (kJ/mol): 325.14
Calculated total energy (eV): -38822.564
HOMO-LUMO gap (spin up / spin down) (Ha): 0.2205 / 0.3088
Max |F| (eV/A): 4.25

Calculated atomic charges, method Mulliken, unit e:
1. C 0.600
2. C -0.501
3. C -0.464
4. C -0.047
5. C 0.724
6. C 0.151
7. C -1.139
8. C -0.779
9. C -0.412
10. N -0.542
11. N -0.448
12. N -0.435
13. N -0.397
14. S 0.219
15. Cl -0.185
16. H 0.211
17. H 0.396
18. H 0.283
19. H 0.347
20. H 0.344
21. H 0.373
22. H 0.229
23. H 0.279
24. H 0.325
25. H 0.596
26. H 0.271

Record 3
A 2-piece molecular cluster, C9H11F2N2O overall. Source: the OMol25 dataset; level of theory: ωB97M-V/def2-TZVPD.

Structure (XYZ):
```
25
C9H11F2N2O | the OMol25 dataset | ωB97M-V/def2-TZVPD
C 2.932 0.554 1.122
C 3.473 -0.609 0.661
C 1.823 1.158 0.516
C 1.894 -0.560 -1.217
C 2.963 -1.190 -0.531
C 1.393 0.626 -0.655
C -2.881 1.228 0.314
C -2.275 0.386 1.469
C -1.965 -0.701 -0.464
N -1.523 -1.662 -1.298
N -2.565 0.427 -0.817
O -1.742 -0.783 0.823
F 3.509 -2.258 -1.077
F 0.260 1.299 -1.235
H 3.236 1.005 2.058
H 4.234 -1.164 1.176
H 1.359 1.942 1.132
H -3.886 1.439 0.503
H -2.342 2.108 0.304
H -1.445 0.964 2.069
H -3.115 -0.150 2.113
H -0.789 -2.119 -0.909
H -1.531 -1.562 -2.278
H -2.588 0.800 -1.674
H 1.574 -1.178 -2.104
```

Results
Highest occupied orbital energy (Ha): -0.460
Net charge: +1
ΔE to the lowest compared entry with this formula, charge and spin (kJ/mol): 0.00
Calculated total energy (eV): -19966.663
HOMO-LUMO gap (Ha): 0.3539
Max |F| (eV/A): 4.23

Calculated atomic charges, method Mulliken, unit e:
1. C -0.416
2. C -0.574
3. C -0.316
4. C -0.567
5. C 0.471
6. C 0.348
7. C -0.548
8. C -0.234
9. C 0.622
10. N -0.372
11. N -0.080
12. O -0.335
13. F -0.281
14. F -0.378
15. H 0.355
16. H 0.444
17. H 0.422
18. H 0.352
19. H 0.338
20. H 0.261
21. H 0.295
22. H 0.267
23. H 0.248
24. H 0.179
25. H 0.500

Record 4
One molecule with the formula C9H11FN2O. Source: the OMol25 dataset; level of theory: ωB97M-V/def2-TZVPD.

Structure (XYZ):
```
24
C9H11FN2O | the OMol25 dataset | ωB97M-V/def2-TZVPD
N 2.978 -1.878 2.424
C 1.528 -1.759 2.368
C 0.925 -0.797 1.336
N -0.457 -1.200 1.206
C -1.353 -0.845 0.213
O -2.476 -1.278 0.087
C -0.798 0.195 -0.745
C -0.742 -0.148 -2.099
C -0.200 0.751 -3.069
C 0.241 1.981 -2.592
C 0.229 2.344 -1.255
C -0.447 1.482 -0.367
F -0.549 1.908 0.900
H 3.386 -1.087 2.884
H 3.289 -1.962 1.422
H 1.144 -1.472 3.355
H 1.101 -2.785 2.097
H 1.492 -0.896 0.380
H 0.992 0.229 1.743
H -0.813 -1.866 1.895
H -0.964 -1.211 -2.376
H -0.076 0.433 -4.087
H 0.717 2.666 -3.326
H 0.540 3.316 -0.921
```

Results
Highest occupied orbital energy (Ha): -0.347
ΔE to the lowest compared entry with this formula, charge and spin (kJ/mol): 0.00
Calculated total energy (eV): -17256.424
HOMO-LUMO gap (Ha): 0.3711
Max |F| (eV/A): 2.60
SMILES: NCCNC(=O)c1ccccc1F

Calculated atomic charges, method Mulliken, unit e:
1. N -0.571
2. C -0.778
3. C -0.234
4. N -0.096
5. C 0.139
6. O -0.616
7. C 0.295
8. C -0.360
9. C -0.615
10. C -0.228
11. C -0.594
12. C 0.616
13. F -0.319
14. H 0.265
15. H 0.272
16. H 0.365
17. H 0.359
18. H 0.246
19. H 0.128
20. H 0.286
21. H 0.300
22. H 0.410
23. H 0.297
24. H 0.432